DFT (ωB97M-V with the def2-TZVPD basis set) results for a cluster of 2 separate species, C7H9N in total.

Values from the calculation:
Total energy in eV: -8891.0809
Charge: 0
Relative energy (zero: lowest compared OMol25 entry of this formula, charge and spin) in eV: 4.076
Structure (SMILES): c1ccncc1.C=C

```
17
C7H9N (ωB97M-V with the def2-TZVPD basis set)
N -2.437 -1.218 0.219
C 2.259 -0.449 -0.257
C -2.904 0.038 0.255
C -0.729 1.132 -0.255
C 3.233 0.079 0.486
C -0.399 -0.202 -0.522
C -2.052 1.207 0.052
C -1.194 -1.333 -0.197
H 1.947 0.323 -0.919
H -0.815 -2.384 -0.129
H -2.321 2.188 0.523
H 1.599 -1.407 -0.036
H -4.004 0.108 0.690
H 0.577 -0.430 -0.841
H 3.486 1.160 0.241
H 3.781 -0.617 1.267
H -0.027 1.804 -0.576
```

=====

DFT (ωB97M-V with the def2-TZVPD basis set) results for a cluster of 2 separate species, C7H9N2 in total.

Values from the calculation:
Total energy in eV: -10369.1452
Charge: +1
Relative energy (zero: lowest compared OMol25 entry of this formula, charge and spin) in eV: 9.378

```
18
C7H9N2 (ωB97M-V with the def2-TZVPD basis set)
N -2.238 -2.109 2.740
N 0.466 0.982 -0.072
C 0.236 -2.408 2.475
C 1.291 2.130 -3.360
C 1.769 2.003 -1.926
C 0.995 0.831 -1.150
C -0.024 -1.586 1.466
C -1.088 -1.849 2.413
C -3.343 -2.096 3.300
H 0.274 2.076 -3.287
H 1.768 1.316 -4.035
H 0.765 -3.145 2.958
H 0.975 0.005 -1.807
H 1.476 3.145 -3.552
H -4.289 -2.498 2.969
H 1.652 2.986 -1.397
H -3.514 -1.653 4.211
H 2.829 1.870 -1.945
```

=====

DFT (ωB97M-V with the def2-TZVPD basis set) results for the ion C7H9N2O with charge +1.

Values from the calculation:
Total energy in eV: -12420.2081
Charge: +1
Relative energy (zero: lowest compared OMol25 entry of this formula, charge and spin) in eV: 6.000

```
19
C7H9N2O (ωB97M-V with the def2-TZVPD basis set)
O 2.493 0.544 -0.228
N 0.322 1.098 -0.189
N 1.299 -1.393 0.311
C 2.389 -0.705 0.152
C -1.021 -1.782 -0.375
C -1.684 -0.409 -0.477
C -0.907 0.882 -0.919
C 0.193 -1.876 0.084
C 1.485 1.247 -0.805
C 0.189 1.087 1.259
H -2.151 -0.203 0.490
H 3.350 -1.184 0.316
H -2.490 -0.525 -1.208
H -0.260 0.167 1.635
H -1.639 -2.637 -0.587
H -1.611 1.705 -0.766
H -0.649 0.825 -1.976
H -0.460 1.921 1.535
H 1.151 1.236 1.747
```

=====

DFT (ωB97M-V with the def2-TZVPD basis set) results for a cluster of 2 separate species, C7H9N2O3 in total.

Values from the calculation:
Total energy in eV: -16511.7040
Charge: +1
Relative energy (zero: lowest compared OMol25 entry of this formula, charge and spin) in eV: 7.650

```
21
C7H9N2O3 (ωB97M-V with the def2-TZVPD basis set)
O -1.337 3.043 -0.349
O -2.693 -1.817 -0.554
O -3.424 0.261 0.181
N -1.654 2.331 0.752
N -2.362 -0.571 -0.171
C -1.193 -0.094 0.031
C 2.846 -0.846 0.072
C 2.005 -1.460 1.013
C 0.133 -0.357 -0.009
C 1.031 0.254 -0.948
C 2.379 0.026 -0.936
C 0.664 -1.176 0.957
H 0.626 0.835 -1.847
H -1.984 2.982 -1.132
H 2.360 -2.195 1.642
H -3.640 -2.022 -0.333
H -3.058 0.986 0.658
H 3.093 0.650 -1.511
H -0.738 2.400 1.230
H 0.194 -1.740 1.722
H 3.889 -1.307 0.116
```

=====

no.,strongest force on any atom (eV/Å)
1,5.47
2,3.64
3,3.00
4,4.09